150
Properties=species:S:1:pos:R:3 method="wB97M-V/def2-TZVPD" e_homo_ev=-11.57 charge=+1 e_tot_ev=-188157.49421 fmax_ha_per_bohr=0.034
C 0.06 -1.55 2.64
O 0.74 -2.46 1.81
C 0.78 -2.11 0.43
C 0.87 -0.63 0.09
C 1.42 -0.43 -1.33
C 1.63 1.05 -1.67
C 0.38 1.68 -2.29
C -0.36 2.56 -1.27
C -1.90 2.61 -1.48
C -2.66 1.63 -0.65
C -2.62 1.48 0.72
N -1.83 2.34 1.53
C -2.47 3.59 1.77
O -3.63 3.73 1.82
F -1.62 4.57 1.85
C -1.14 1.80 2.65
O -0.13 1.23 2.63
F -1.78 2.04 3.78
N -3.47 0.46 1.07
Br -3.79 -0.15 2.78
C -4.07 0.01 -0.05
P -5.36 -1.29 -0.25
O -6.09 -1.20 1.18
Cl -4.23 -3.02 -0.29
N -3.59 0.71 -1.09
C -4.02 0.55 -2.49
C -2.98 -0.09 -3.39
C -3.30 -1.58 -3.72
S -1.96 -2.70 -3.27
H 0.70 -0.71 2.89
H -0.18 -2.05 3.58
H -0.88 -1.19 2.21
H 1.65 -2.61 0.02
H -0.10 -2.56 -0.05
H -0.14 -0.20 0.10
H 1.47 -0.07 0.80
H 0.71 -0.91 -2.00
H 2.36 -0.97 -1.40
H 2.47 1.11 -2.35
H 1.94 1.58 -0.77
H 0.69 2.32 -3.12
H -0.25 0.92 -2.73
H -0.01 3.58 -1.33
H -0.13 2.16 -0.29
H -2.24 3.61 -1.20
H -2.15 2.50 -2.53
H -6.79 -1.87 1.22
H -4.25 1.55 -2.85
H -4.96 0.01 -2.54
H -3.00 0.44 -4.33
H -1.97 -0.01 -3.01
H -4.24 -1.89 -3.26
H -3.43 -1.68 -4.79
H -1.42 -2.03 -2.25
C -3.81 -5.84 2.33
O -5.24 -5.89 2.41
H -3.41 -6.45 3.13
H -3.47 -6.22 1.37
H -3.46 -4.81 2.46
H -5.59 -5.35 1.71
C 5.45 -2.49 -1.79
O 4.14 -2.36 -1.21
H 5.72 -1.52 -2.21
H 6.18 -2.76 -1.03
H 5.45 -3.24 -2.58
H 3.91 -3.21 -0.82
C -5.11 -7.38 -1.39
O -4.47 -6.36 -2.16
H -5.26 -8.24 -2.04
H -4.49 -7.67 -0.54
H -6.08 -7.02 -1.03
H -4.34 -5.60 -1.59
C 7.52 0.97 -1.53
O 7.33 0.00 -2.57
H 6.54 1.26 -1.16
H 8.09 0.54 -0.70
H 8.04 1.85 -1.90
H 8.20 -0.25 -2.89
C -4.52 -3.40 5.53
O -4.39 -2.03 5.09
H -3.72 -3.59 6.23
H -5.48 -3.55 6.02
H -4.43 -4.08 4.68
H -5.11 -1.87 4.48
C -0.77 -5.28 0.30
O -0.93 -5.54 1.70
H -1.05 -6.19 -0.23
H -1.42 -4.46 -0.02
H 0.26 -5.03 0.07
H -0.68 -4.74 2.17
C -9.02 -6.54 -2.34
O -8.33 -7.13 -3.43
H -10.08 -6.57 -2.56
H -8.83 -7.10 -1.42
H -8.71 -5.50 -2.21
H -7.39 -7.10 -3.23
C 3.00 -2.63 -4.93
O 2.34 -2.68 -3.67
H 2.28 -2.89 -5.70
H 3.38 -1.62 -5.13
H 3.84 -3.34 -4.97
H 2.99 -2.45 -3.00
C 1.97 0.21 5.88
O 2.04 1.56 5.42
H 2.78 0.06 6.59
H 1.02 0.01 6.38
H 2.10 -0.49 5.05
H 1.32 1.69 4.80
C 4.33 3.73 -1.29
O 4.06 2.77 -2.31
H 3.38 4.16 -0.97
H 4.81 3.25 -0.43
H 4.96 4.53 -1.67
H 4.90 2.40 -2.59
C 0.31 0.11 -6.33
O -0.97 0.38 -5.76
H 0.74 1.06 -6.64
H 0.96 -0.36 -5.60
H 0.21 -0.54 -7.21
H -1.34 -0.46 -5.50
C 8.49 4.15 0.67
O 9.19 3.12 -0.03
H 7.50 4.25 0.22
H 8.37 3.88 1.73
H 9.02 5.09 0.60
H 10.06 3.04 0.37
C 10.50 6.08 3.64
O 10.80 5.32 2.47
H 9.74 6.81 3.37
H 10.11 5.44 4.43
H 11.38 6.61 3.99
H 11.47 4.68 2.71
C -4.67 7.34 0.88
O -4.52 6.69 -0.38
H -5.23 8.26 0.73
H -5.22 6.70 1.58
H -3.70 7.59 1.31
H -4.02 5.88 -0.22
C -4.07 1.26 6.83
O -3.73 0.08 7.54
H -3.68 2.11 7.37
H -3.63 1.23 5.83
H -5.16 1.35 6.74
H -4.08 -0.67 7.05
C 3.91 8.09 -1.13
O 4.34 6.86 -1.73
H 4.19 8.06 -0.08
H 4.40 8.94 -1.60
H 2.83 8.20 -1.21
H 4.10 6.90 -2.66

***

24
Properties=species:S:1:pos:R:3 method="wB97M-V/def2-TZVPD" e_above_lowest_kcal_mol=73.55 e_homo_ev=-13.59 charge=+1 e_tot_ev=-11020.69089 fmax_ha_per_bohr=0.115
C 0.35 2.13 1.32
C -0.52 2.65 0.21
C -0.46 1.71 -1.15
C -0.24 0.27 -0.86
C -1.19 -0.54 -1.32
N -0.87 -1.99 -1.45
H 1.34 1.72 1.02
H 0.62 3.13 1.89
H -0.02 1.45 2.12
H -1.54 2.57 0.56
H -0.28 3.66 -0.06
H -1.31 1.80 -1.78
H 0.31 2.10 -1.78
H 0.72 -0.17 -0.55
H -2.08 -0.36 -1.76
H -0.04 -2.23 -2.20
H -0.51 -2.50 -0.63
H -1.78 -2.51 -1.82
H 1.16 -2.61 0.79
H -0.01 -3.10 1.60
O 0.42 -3.15 0.71
H 2.71 -1.12 1.38
H 1.39 -1.69 2.20
O 1.85 -1.21 1.58